Entry 1
# C3H11N2

The ion C3H11N2 with charge +1 (ωB97M-V/def2-TZVPD, the Open Molecules 2025 dataset).

Summary:
Total charge ... +1
Spin multiplicity ... 1
SMILES string ... C[NH+](C)CN
LUMO ... -2.887 eV
HOMO energy ... -14.57 eV

Positions of all 16 atoms, in Å:
C (0.503, 0.884, -1.010)
C (-0.974, -0.966, -1.205)
C (-0.350, -0.026, 1.266)
N (0.779, 0.299, 1.964)
N (0.151, -0.390, -0.451)
H (-0.432, 1.528, -0.910)
H (1.283, 1.211, -0.295)
H (0.837, 0.891, -2.024)
H (-1.783, -0.193, -1.361)
H (-0.495, -1.260, -2.157)
H (-1.418, -1.985, -0.882)
H (-0.955, 0.845, 1.241)
H (-0.842, -0.864, 1.668)
H (1.449, -0.278, 2.565)
H (1.186, 1.214, 2.060)
H (1.060, -0.910, -0.470)

Let us look at the natural (NBO) charges, expressed in e, one per atom: C -0.429; C -0.458; C 0.023; N -0.827; N -0.420; H 0.215; H 0.221; H 0.241; H 0.239; H 0.230; H 0.253; H 0.222; H 0.227; H 0.427; H 0.407; H 0.431


Entry 2
# C3H11N2

A cluster of 2 separate species, C3H11N2 in total (ωB97M-V/def2-TZVPD, the Open Molecules 2025 dataset).

Summary:
Total charge ... +1
Spin multiplicity ... 1
LUMO ... -3.835 eV
HOMO energy ... -14.38 eV

Positions of all 16 atoms, in Å:
C (-1.474, -2.751, 1.270)
N (-0.561, -1.876, 0.829)
H (-1.221, -3.080, 2.263)
H (-1.981, -3.391, 0.579)
H (-0.220, -2.174, -0.039)
H (-1.305, 0.693, 0.064)
C (1.426, 1.215, -1.344)
C (0.422, 1.881, -0.359)
N (-0.314, 0.706, 0.246)
H (2.059, 0.416, -1.016)
H (2.058, 1.979, -1.728)
H (0.788, 0.703, -2.042)
H (-0.357, 2.455, -0.860)
H (1.075, 2.360, 0.310)
H (-0.452, 1.080, 1.209)
H (0.058, -0.216, 0.617)

Let us look at the natural (NBO) charges, expressed in e, one per atom: C 0.045; N -0.737; H 0.211; H 0.180; H 0.360; H 0.438; C -0.620; C -0.214; N -0.732; H 0.229; H 0.242; H 0.212; H 0.235; H 0.231; H 0.434; H 0.486


entry 1 is preferred energetically. Next in line: 129.2 kJ/mol higher.


Entry 1
# C2H6N3

The ion C2H6N3 with charge +1 (ωB97M-V/def2-TZVPD, the Open Molecules 2025 dataset).

Summary:
Total charge ... +1
Spin multiplicity ... 1
SMILES string ... CN=[N+]=NC
LUMO ... -4.658 eV
HOMO energy ... -15.86 eV

Positions of all 11 atoms, in Å:
C (1.792, -0.196, -1.595)
C (-1.782, 0.387, 1.604)
N (1.169, -0.427, -0.325)
N (-0.829, -0.263, 0.730)
N (0.164, -0.201, 0.171)
H (1.402, -1.043, -2.152)
H (2.909, -0.412, -1.515)
H (1.503, 0.711, -2.016)
H (-2.703, 0.637, 0.899)
H (-1.356, 1.161, 2.089)
H (-2.270, -0.353, 2.110)

Let us look at the natural (NBO) charges, expressed in e, one per atom: C -0.447; C -0.423; N -0.046; N -0.033; N 0.410; H 0.253; H 0.273; H 0.242; H 0.272; H 0.239; H 0.260


Entry 2
# C2H6N3

The ion C2H6N3 with charge +1 (ωB97M-V/def2-TZVPD, the Open Molecules 2025 dataset).

Summary:
Total charge ... +1
Spin multiplicity ... 1
SMILES string ... CN(N)C#[NH+]
LUMO ... -5.565 eV
HOMO energy ... -14.17 eV

Positions of all 11 atoms, in Å:
C (-0.824, 0.940, -0.516)
C (0.478, -1.153, -0.478)
N (0.138, 0.169, -0.117)
N (-1.692, 1.736, -0.486)
N (0.725, 0.295, 0.910)
H (-0.243, -1.823, 0.057)
H (0.620, -1.345, -1.508)
H (1.310, -1.561, 0.165)
H (-2.297, 2.147, -1.191)
H (0.215, 0.241, 1.840)
H (1.570, 0.354, 1.323)

Let us look at the natural (NBO) charges, expressed in e, one per atom: C 0.754; C -0.441; N -0.221; N -0.476; N -0.625; H 0.232; H 0.234; H 0.268; H 0.482; H 0.368; H 0.426


Entry 3
# C2H6N3

A cluster of 2 separate species, C2H6N3 in total (ωB97M-V/def2-TZVPD, the Open Molecules 2025 dataset).

Summary:
Total charge ... +1
Spin multiplicity ... 1
LUMO ... -6.156 eV
HOMO energy ... -14.98 eV

Positions of all 11 atoms, in Å:
C (0.483, -0.199, -1.172)
C (0.067, 0.592, -2.295)
N (-0.778, -0.676, 3.214)
N (-0.510, -0.229, 2.196)
N (-0.250, 0.220, 1.186)
H (-0.376, -0.638, 4.125)
H (0.078, -1.184, -0.973)
H (1.448, 0.013, -0.771)
H (0.540, 1.538, -2.480)
H (-0.779, 0.150, -2.819)
H (0.077, 0.414, -0.210)

Let us look at the natural (NBO) charges, expressed in e, one per atom: C -0.743; C 0.096; N -0.402; N 0.372; N -0.238; H 0.447; H 0.273; H 0.298; H 0.235; H 0.235; H 0.427


entry 1 is preferred energetically. Next in line: 111.1 kJ/mol higher.


Entry 1
# C2H6N3

A cluster of 2 separate species, C2H6N3 in total (ωB97M-V/def2-TZVPD, the Open Molecules 2025 dataset).

Summary:
Total charge ... +1
Spin multiplicity ... 1
LUMO (alpha / beta) ... -5.819 / -5.596 eV
HOMO energy (alpha / beta) ... -14.28 / -14.07 eV

Positions of all 11 atoms, in Å:
C (1.337, 0.041, -0.256)
C (-1.527, 0.668, -0.066)
N (0.282, -0.615, -0.028)
N (2.591, -0.416, -0.156)
N (-2.483, -0.106, 0.144)
H (1.141, 1.076, -0.403)
H (-1.420, 1.628, 0.237)
H (3.434, 0.025, 0.121)
H (2.627, -1.460, -0.118)
H (-3.361, 0.235, 0.698)
H (-2.622, -1.077, -0.174)

Let us look at the natural (NBO) charges, expressed in e, one per atom: C 0.204; C 0.378; N -0.298; N -0.772; N -0.660; H 0.210; H 0.190; H 0.437; H 0.412; H 0.440; H 0.460


Entry 2
# C2H6N3

A cluster of 2 separate species, C2H6N3 in total (ωB97M-V/def2-TZVPD, the Open Molecules 2025 dataset).

Summary:
Total charge ... +1
Spin multiplicity ... 1
LUMO ... -5.137 eV
HOMO energy ... -14.43 eV

Positions of all 11 atoms, in Å:
C (0.699, -0.578, -1.434)
C (-1.092, 0.483, 1.660)
N (1.434, -1.625, -1.642)
N (-0.764, 1.463, 0.919)
N (0.234, 0.451, -1.268)
H (2.290, -1.353, -2.096)
H (1.185, -2.462, -1.208)
H (-1.348, 2.298, 0.992)
H (-0.327, 1.391, 0.017)
H (-1.787, 0.486, 2.552)
H (-0.523, -0.555, 1.508)

Let us look at the natural (NBO) charges, expressed in e, one per atom: C 0.520; C 0.135; N -0.826; N -0.579; N -0.506; H 0.446; H 0.435; H 0.428; H 0.465; H 0.252; H 0.231


Entry 3
# C2H6N3

The ion C2H6N3 with charge +1 (ωB97M-V/def2-TZVPD, the Open Molecules 2025 dataset).

Summary:
Total charge ... +1
Spin multiplicity ... 1
LUMO ... -4.456 eV
HOMO energy ... -13.96 eV

Positions of all 11 atoms, in Å:
C (0.014, 0.683, -0.878)
C (-0.455, -1.302, 0.694)
N (0.796, 1.608, -1.238)
N (1.506, 2.340, -1.677)
N (0.034, 0.134, 0.541)
H (-0.632, 0.224, -1.665)
H (-1.409, -1.394, 0.202)
H (0.258, -1.995, 0.334)
H (-0.627, -1.408, 1.830)
H (1.077, 0.359, 0.845)
H (-0.563, 0.751, 1.012)

Let us look at the natural (NBO) charges, expressed in e, one per atom: C -0.179; C -0.402; N 0.029; N 0.150; N -0.502; H 0.267; H 0.244; H 0.247; H 0.249; H 0.461; H 0.436


entry 2 is preferred energetically. Next in line: 164.4 kJ/mol higher.